[1]
DFT (ωB97M-V/def2-TZVPD) results for a molecular structure, C16H40ILaO2P2Si2 in a non-equilibrium geometry.

Calculated values
Charge: +2
Total energy (Eh): -2374.59470
Energy above the lowest of the compared OMol25 structures with the same formula, charge and spin (eV): 0.0000
Frontier orbital gap (hartree): 0.2726

Each line ends with the Löwdin charge.
Cartesian coordinates (Å):
C1 0.087 1.027 -8.729  -0.07
C2 0.577 0.310 -7.487  -0.75
H1 0.572 0.593 -9.624  0.11
H2 0.349 2.091 -8.685  0.09
H3 -0.997 0.908 -8.839  0.09
O1 1.377 -0.610 -7.452  0.01
I1 -0.194 0.937 -5.490  0.67
La1 -0.346 0.498 -0.668  1.46
P1 -1.624 -1.885 -1.326  0.68
C3 -1.446 -3.566 -0.687  -0.24
C4 -3.131 -1.161 -0.457  -0.27
H4 -4.040 -1.745 -0.638  0.07
H5 -3.063 -2.503 -3.249  0.07
H6 -3.361 -0.126 -0.789  0.04
H7 -2.285 -0.932 -3.517  0.02
H8 -1.175 -3.581 0.377  0.04
H9 -3.021 -1.077 0.638  0.03
C5 -2.148 -1.933 -3.073  -0.27
H10 -2.313 -4.213 -0.817  0.07
H11 -1.349 -2.371 -3.691  0.06
H12 -0.594 -4.041 -1.190  0.06
P2 2.239 1.485 -0.889  0.68
C6 3.789 1.012 -0.099  -0.24
C7 2.572 2.196 -2.540  -0.27
H13 0.663 3.376 -0.327  0.03
H14 2.317 3.795 0.087  0.07
H15 1.374 2.737 1.138  0.02
C8 1.607 2.960 0.081  -0.27
H16 1.657 2.517 -3.068  0.02
H17 3.267 3.038 -2.536  0.07
H18 4.552 1.788 -0.058  0.07
H19 4.207 0.158 -0.646  0.06
H20 2.981 1.418 -3.205  0.06
H21 3.637 0.639 0.921  0.03
C9 1.493 -1.640 -0.292  -0.09
O2 2.251 -2.460 0.025  0.10
C10 -0.142 2.361 3.544  -0.15
Si1 -1.219 1.219 2.490  0.36
C11 -2.673 0.722 3.586  -0.16
C12 -2.011 2.232 1.072  -0.24
C13 -0.355 -0.281 1.739  -0.55
Si2 0.596 -1.243 3.083  0.42
C14 -0.113 -1.152 4.853  -0.19
C15 0.486 -3.120 2.795  -0.18
C16 2.416 -0.721 3.200  -0.18
H22 -0.786 3.170 3.924  0.05
H23 0.674 2.843 2.984  0.01
H24 0.300 1.878 4.426  0.04
H25 -3.211 1.637 3.881  0.05
H26 -3.386 0.082 3.049  0.04
H27 -2.389 0.190 4.507  0.03
H28 -1.355 2.721 0.315  -0.02
H29 -2.833 1.693 0.569  0.02
H30 -2.492 3.076 1.588  0.07
H31 -1.140 -1.006 1.410  -0.05
H32 -1.128 -1.569 4.913  0.04
H33 0.534 -1.782 5.490  0.05
H34 -0.142 -0.149 5.304  0.02
H35 0.949 -3.466 1.857  0.00
H36 1.039 -3.611 3.612  0.05
H37 -0.543 -3.501 2.834  0.04
H38 3.030 -0.949 2.315  0.01
H39 2.536 0.350 3.413  0.03
H40 2.876 -1.262 4.045  0.05

[2]
DFT (ωB97M-V/def2-TZVPD) results for 2 unconnected molecules or ions with the total composition C9H14O in a non-equilibrium geometry.

Calculated values
SMILES: Cc1ccccc1.CCO
Total energy (Eh): -426.54387
Energy above the lowest of the compared OMol25 structures with the same formula, charge and spin (eV): 0.7868
Frontier orbital gap (hartree): 0.3555

Each line ends with the Löwdin charge.
Cartesian coordinates (Å):
C1 -0.097 -2.136 -1.176  -0.06
C2 0.709 -0.911 -0.843  -0.31
C3 1.638 -0.978 0.178  -0.06
C4 2.393 0.168 0.487  -0.09
C5 2.064 1.378 -0.075  -0.10
C6 1.211 1.373 -1.184  -0.09
C7 0.564 0.231 -1.631  -0.06
H1 0.610 -2.958 -1.353  0.08
H2 -0.639 -1.954 -2.098  0.07
H3 -0.772 -2.515 -0.408  0.08
H4 1.835 -1.888 0.728  0.11
H5 3.138 -0.001 1.260  0.10
H6 2.583 2.309 0.113  0.10
H7 1.065 2.278 -1.765  0.10
H8 -0.124 0.247 -2.457  0.11
C8 -2.938 0.478 2.159  -0.09
C9 -1.700 0.538 1.306  -0.27
O1 -1.936 0.081 -0.066  -0.12
H9 -3.612 1.302 1.952  0.08
H10 -2.675 0.445 3.218  0.08
H11 -3.472 -0.455 1.983  0.07
H12 -1.362 1.545 1.143  0.10
H13 -0.897 -0.117 1.599  0.10
H14 -2.857 -0.157 -0.225  0.08

[3]
DFT (ωB97M-V/def2-TZVPD) results for C10H16N4O in the gas phase in a non-equilibrium geometry.

Calculated values
Total energy (Eh): -684.78022
Energy above the lowest of the compared OMol25 structures with the same formula, charge and spin (eV): 4.4877
Frontier orbital gap (hartree): 0.3065

Each line ends with the Löwdin charge.
Cartesian coordinates (Å):
C1 -0.928 2.835 -0.328  -0.14
C2 0.013 1.968 -0.906  -0.47
C3 1.229 -0.089 -0.749  -0.24
C4 3.021 -0.312 1.877  -0.09
C5 -3.932 -1.403 -0.849  -0.11
C6 2.694 0.341 -0.625  -0.12
C7 3.081 0.829 0.845  -0.23
C8 -2.652 -0.593 -0.667  -0.29
C9 -1.643 -1.045 0.351  -0.19
C10 -0.750 0.189 0.721  -0.11
N1 -1.720 3.602 -0.018  0.21
N2 0.752 -2.554 -1.065  0.20
N3 1.017 -1.402 -0.945  -0.03
N4 0.150 0.724 -0.346  0.01
O1 0.672 2.406 -1.816  0.12
H1 3.452 0.036 2.749  0.04
H2 3.382 -1.290 1.518  0.09
H3 1.886 -0.381 2.017  0.08
H4 -4.588 -0.877 -1.570  0.08
H5 -3.646 -2.310 -1.286  0.04
H6 -4.550 -1.730 0.019  0.08
H7 3.216 -0.608 -0.759  0.10
H8 2.917 0.957 -1.452  0.09
H9 4.168 1.161 0.613  0.13
H10 2.593 1.761 1.109  0.09
H11 -2.200 -0.568 -1.717  0.13
H12 -2.829 0.507 -0.545  0.11
H13 -2.163 -1.273 1.289  0.12
H14 -1.179 -1.946 -0.066  0.08
H15 -0.052 0.038 1.542  0.10
H16 -1.410 1.024 1.061  0.12

Q: The highest frontier orbital gap belongs to which entry?
A: C9H14O

Q: What is the energy above the lowest of the compared OMol25 structures with the same formula, charge and spin in the third record?
A: 4.4877 eV

Q: Look up the energy above the lowest of the compared OMol25 structures with the same formula, charge and spin of the first one.
A: 0.0000 eV